(1)
170
Properties=species:S:1:pos:R:3:mulliken_charge:R:1 method="wB97M-V/def2-TZVPD" molar_mass_g_mol=1096.365 total_energy_ev=-123664.9130 total_charge=-1 e_homo_ev=-6.79 orbital_gap_ev=8.8
C -27.177 -20.183 22.337 0.654
F -27.073 -19.121 21.527 -0.241
F -25.991 -20.535 22.754 -0.216
F -27.956 -19.941 23.379 -0.206
S -28.112 -21.562 21.334 0.941
O -27.161 -22.308 20.542 -0.577
O -28.633 -22.352 22.466 -0.680
N -29.364 -20.665 20.566 -0.299
S -29.063 -20.925 19.072 1.037
O -27.982 -20.087 18.502 -0.668
O -29.107 -22.318 18.620 -0.642
C -30.643 -20.228 18.208 0.576
F -30.695 -18.918 18.429 -0.239
F -30.673 -20.450 16.911 -0.205
F -31.750 -20.750 18.765 -0.236
C -32.693 -26.994 14.913 -1.371
C -33.619 -27.876 15.761 0.454
C -33.485 -27.418 17.212 -1.116
O -34.925 -27.698 15.267 -0.533
H -32.917 -27.158 13.859 0.349
H -31.641 -27.226 15.083 0.370
H -32.898 -25.924 14.943 0.336
H -33.179 -28.849 15.543 0.206
H -33.872 -26.408 17.345 0.297
H -32.468 -27.484 17.599 0.344
H -33.974 -28.162 17.842 0.343
H -35.439 -28.373 15.717 0.321
C -24.434 -13.060 19.485 -1.256
C -23.374 -12.484 20.382 0.575
C -22.630 -11.197 19.995 -1.221
O -23.968 -12.361 21.658 -0.554
H -24.145 -12.947 18.440 0.317
H -25.418 -12.592 19.534 0.389
H -24.435 -14.146 19.574 0.339
H -22.667 -13.272 20.642 0.158
H -21.960 -10.872 20.791 0.344
H -23.322 -10.362 19.887 0.280
H -22.033 -11.376 19.101 0.317
H -24.915 -12.421 21.512 0.312
O -31.003 -16.823 22.978 -0.634
H -30.754 -17.505 22.355 0.324
H -30.456 -16.073 22.744 0.306
O -33.881 -21.412 22.466 -0.630
H -34.202 -22.313 22.497 0.305
H -33.070 -21.463 21.959 0.324
O -31.831 -25.835 28.115 -0.640
H -31.186 -26.397 27.686 0.325
H -32.675 -26.235 27.905 0.314
O -31.765 -21.148 26.735 -0.633
H -31.989 -21.912 27.267 0.318
H -30.918 -21.367 26.347 0.315
C -29.989 -29.405 23.415 -1.406
C -28.544 -29.332 23.699 0.393
C -27.683 -28.692 22.521 -0.694
O -27.682 -29.547 21.350 -0.361
C -27.028 -28.932 20.158 -0.668
N -28.355 -28.461 24.828 -0.736
H -30.500 -29.696 24.332 0.381
H -30.261 -30.202 22.724 0.341
H -30.480 -28.492 23.079 0.292
H -28.085 -30.309 23.847 0.339
H -26.668 -28.395 22.787 0.385
H -28.166 -27.741 22.297 0.336
H -27.483 -29.337 19.254 0.242
H -25.983 -29.234 20.217 0.250
H -27.185 -27.855 20.093 0.309
H -28.597 -27.573 24.410 0.320
H -27.366 -28.365 25.007 0.280
C -36.041 -13.008 20.761 -1.277
C -37.117 -13.248 21.902 0.368
C -38.479 -12.743 21.472 -0.705
O -39.167 -12.425 22.702 -0.329
C -40.546 -12.070 22.569 -0.716
N -37.295 -14.668 22.197 -0.735
H -36.434 -13.638 19.963 0.287
H -35.024 -13.327 20.988 0.336
H -35.908 -12.001 20.367 0.350
H -36.745 -12.710 22.774 0.268
H -39.080 -13.466 20.922 0.334
H -38.434 -11.781 20.961 0.417
H -41.095 -12.713 21.882 0.288
H -40.595 -11.016 22.296 0.273
H -41.082 -12.087 23.519 0.257
H -37.599 -15.113 21.343 0.263
H -38.152 -14.669 22.731 0.320
C -24.574 -16.047 30.268 -1.497
C -25.481 -14.883 29.917 0.432
C -26.941 -15.118 30.414 -0.889
O -27.134 -15.364 31.814 -0.326
C -28.345 -14.873 32.315 -0.777
N -24.886 -13.661 30.450 -0.736
H -24.484 -16.202 31.343 0.318
H -23.570 -15.788 29.932 0.410
H -24.892 -16.988 29.819 0.370
H -25.491 -14.809 28.830 0.303
H -27.447 -15.967 29.954 0.482
H -27.533 -14.295 30.015 0.431
H -28.594 -13.835 32.095 0.325
H -28.484 -14.958 33.393 0.255
H -29.122 -15.419 31.780 0.327
H -25.657 -13.019 30.563 0.272
H -24.687 -13.862 31.419 0.301
C -19.340 -25.064 21.045 -1.456
C -19.496 -26.277 20.091 0.585
C -18.358 -26.398 19.096 -0.822
O -16.993 -26.626 19.695 -0.344
C -16.014 -26.893 18.731 -0.720
N -19.441 -27.387 20.969 -0.744
H -20.143 -24.910 21.765 0.385
H -19.089 -24.165 20.482 0.340
H -18.508 -25.080 21.750 0.356
H -20.458 -26.201 19.584 0.243
H -18.324 -25.492 18.491 0.421
H -18.616 -27.208 18.414 0.409
H -16.244 -27.863 18.289 0.298
H -15.016 -27.081 19.127 0.250
H -15.988 -26.059 18.030 0.280
H -19.872 -27.335 21.881 0.259
H -18.477 -27.566 21.210 0.260
C -26.235 -18.434 10.362 -1.370
C -25.187 -17.347 10.554 0.601
C -25.124 -16.666 11.922 -0.840
O -26.144 -15.677 11.943 -0.375
C -27.264 -16.126 12.638 -0.695
N -23.872 -18.022 10.378 -0.803
H -26.087 -18.808 9.349 0.379
H -27.249 -18.064 10.510 0.393
H -25.976 -19.335 10.919 0.306
H -25.217 -16.655 9.712 0.248
H -24.299 -15.969 12.069 0.390
H -24.993 -17.372 12.742 0.380
H -27.365 -17.196 12.455 0.279
H -28.146 -15.698 12.161 0.258
H -27.179 -15.973 13.714 0.279
H -23.867 -18.735 11.093 0.283
H -23.219 -17.363 10.778 0.288
C -37.103 -16.442 11.523 -1.375
C -36.380 -16.688 12.843 0.475
C -35.983 -15.296 13.384 -0.646
O -34.975 -14.621 12.592 -0.328
C -34.388 -13.381 13.111 -0.703
N -37.371 -17.267 13.723 -0.750
H -38.004 -15.836 11.610 0.336
H -37.394 -17.349 10.992 0.423
H -36.306 -15.978 10.943 0.324
H -35.588 -17.433 12.768 0.289
H -35.406 -15.370 14.306 0.329
H -36.798 -14.579 13.484 0.301
H -33.905 -13.599 14.064 0.296
H -35.107 -12.631 13.438 0.294
H -33.712 -12.981 12.355 0.233
H -36.929 -17.652 14.546 0.247
H -37.733 -18.036 13.177 0.254
C -23.872 -26.067 29.428 -1.408
C -23.151 -27.434 29.594 0.409
C -22.966 -27.933 31.047 -0.765
O -24.111 -28.423 31.710 -0.364
C -24.902 -27.522 32.501 -0.530
N -23.881 -28.411 28.780 -0.577
H -23.507 -25.219 30.008 0.353
H -24.930 -26.092 29.690 0.306
H -23.695 -25.760 28.398 0.337
H -22.223 -27.208 29.068 0.346
H -22.408 -27.296 31.734 0.453
H -22.373 -28.840 30.933 0.285
H -24.254 -27.076 33.255 0.272
H -25.818 -27.982 32.874 0.242
H -25.283 -26.800 31.779 0.174
H -24.469 -29.079 29.256 0.248
H -23.178 -28.886 28.232 0.219


(2)
46
Properties=species:S:1:pos:R:3:mulliken_charge:R:1 method="wB97M-V/def2-TZVPD" smiles="O=C(NCc1cccnc1)c1cc(S(=O)(=O)N2CCCCC2)ccc1Cl" molar_mass_g_mol=393.896 total_energy_ev=-52961.5454 e_homo_ev=-9.28 orbital_gap_ev=9.5
O -0.694 2.785 1.737 -0.618
C -0.076 1.747 1.832 0.059
N 1.265 1.684 2.010 -0.173
H 1.706 0.778 2.041 0.319
C 2.123 2.815 1.718 -1.056
C 2.733 2.645 0.351 0.772
C 1.912 2.451 -0.759 -0.321
N 2.365 2.222 -1.977 -0.459
C 3.674 2.189 -2.160 -0.456
C 4.588 2.388 -1.136 -0.406
C 4.106 2.611 0.144 -0.576
H 4.786 2.759 0.971 0.366
H 5.649 2.359 -1.331 0.397
H 3.999 1.996 -3.173 0.376
H 0.835 2.483 -0.657 0.621
H 2.899 2.899 2.483 0.425
H 1.486 3.704 1.748 0.344
C -0.724 0.400 1.695 0.603
C -0.159 -0.512 0.809 -0.670
C -0.795 -1.703 0.530 -0.345
C -1.992 -2.029 1.139 -0.292
C -2.561 -1.142 2.036 -0.630
C -1.939 0.074 2.301 0.417
Cl -2.660 1.161 3.415 -0.204
H -3.490 -1.378 2.530 0.452
H -2.453 -2.977 0.913 0.530
S -0.018 -2.799 -0.670 1.225
O 1.398 -2.617 -0.537 -0.698
O -0.581 -4.105 -0.494 -0.744
N -0.442 -2.276 -2.174 0.171
C 0.190 -1.094 -2.712 -1.121
C -0.665 0.161 -2.535 0.444
C -2.059 -0.079 -3.110 -1.146
C -2.690 -1.293 -2.429 -0.181
C -1.791 -2.516 -2.622 -0.954
H -2.157 -3.379 -2.066 0.399
H -1.752 -2.776 -3.686 0.394
H -2.813 -1.089 -1.363 0.067
H -3.674 -1.500 -2.852 0.396
H -2.684 0.803 -2.959 0.426
H -1.986 -0.262 -4.184 0.376
H -0.756 0.404 -1.475 -0.327
H -0.174 0.998 -3.033 0.451
H 1.156 -0.996 -2.217 0.477
H 0.366 -1.266 -3.780 0.353
H 0.778 -0.306 0.313 0.517


(3)
64
Properties=species:S:1:pos:R:3:mulliken_charge:R:1 method="wB97M-V/def2-TZVPD" molar_mass_g_mol=664.103 total_energy_ev=-58768.9849 total_charge=-1 e_homo_ev=-4.74 orbital_gap_ev=7.0
Sr -0.332 0.142 -1.051 2.029
C -3.355 1.948 -0.784 -1.397
N -2.193 2.084 -1.649 0.978
C -2.551 1.839 -3.042 -1.240
C -1.532 3.387 -1.493 -0.921
C -0.641 3.463 -0.260 -1.129
N 0.444 2.514 -0.367 0.595
C 1.724 2.805 -0.200 -0.442
C 2.682 1.755 -0.327 0.249
F 2.223 0.494 -0.617 -0.135
C 4.032 1.900 -0.146 -0.152
F 4.820 0.815 -0.283 -0.325
C 4.607 3.119 0.173 -0.691
C 3.718 4.171 0.303 0.212
F 4.200 5.394 0.614 -0.348
C 2.359 4.042 0.134 0.480
F 1.615 5.169 0.309 -0.377
H -3.752 0.936 -0.857 0.355
H -4.147 2.665 -1.054 0.327
H -3.076 2.122 0.256 0.286
H -3.277 2.578 -3.416 0.324
H -2.991 0.846 -3.142 0.338
H -1.655 1.868 -3.661 0.364
H -2.287 4.191 -1.469 0.335
H -0.907 3.547 -2.374 0.421
H -1.256 3.210 0.619 0.216
H -0.332 4.496 -0.106 0.416
H 5.670 3.241 0.300 0.496
C 0.918 1.371 3.039 -1.030
C -0.313 0.555 2.860 -0.137
N -0.691 -0.008 1.731 0.287
C -1.873 -0.656 1.989 0.290
C -2.208 -0.486 3.306 -0.023
N -1.205 0.290 3.837 0.011
C -3.302 -0.925 4.202 0.530
O -4.222 -1.688 3.671 -0.582
O -3.348 -0.497 5.339 -0.677
C -2.650 -1.360 0.908 0.274
O -3.640 -2.035 1.268 -0.903
O -2.235 -1.191 -0.259 -0.666
H 1.442 1.427 2.088 -0.047
H 1.580 0.933 3.788 0.403
H 0.675 2.388 3.351 0.345
H -1.203 0.578 4.803 0.245
H -3.972 -1.914 2.692 0.443
O 0.604 -1.665 -5.101 -0.788
C 0.497 -1.397 -3.907 0.034
O 0.151 -0.305 -3.371 -0.694
C 0.835 -2.544 -2.925 0.633
C 1.221 -3.798 -3.467 -0.768
C 1.529 -4.821 -2.627 -0.721
C 1.454 -4.620 -1.227 1.093
C 1.744 -5.629 -0.281 -0.790
C 1.636 -5.378 1.057 -0.482
C 1.235 -4.103 1.508 -0.658
C 0.954 -3.107 0.616 -0.097
C 1.059 -3.344 -0.774 -0.497
N 0.761 -2.329 -1.635 0.111
H 1.253 -3.884 -4.543 0.531
H 1.826 -5.791 -3.011 0.388
H 2.047 -6.607 -0.637 0.367
H 1.854 -6.156 1.777 0.372
H 1.142 -3.916 2.571 0.445
H 0.637 -2.129 0.957 0.491


(4)
9
Properties=species:S:1:pos:R:3:mulliken_charge:R:1 method="wB97M-V/def2-TZVPD" molar_mass_g_mol=109.106 total_energy_ev=-19547.0479 e_homo_ev="-5.98 / -10.92" multiplicity=3 orbital_gap_ev="4.6 / 9.3"
C -1.910 0.507 -0.128 -0.523
N -0.661 0.529 0.056 0.162
O 3.099 -1.313 -0.974 -0.377
O 1.615 -1.194 0.941 -0.432
O 0.120 1.442 -0.264 -0.437
S 2.715 -0.616 0.236 0.763
H -2.274 1.491 -0.551 0.294
H -2.446 -0.370 0.197 0.290
H -0.258 -0.476 0.486 0.260


(5)
12
Properties=species:S:1:pos:R:3:mulliken_charge:R:1 method="wB97M-V/def2-TZVPD" molar_mass_g_mol=90.082 total_energy_ev=-9242.3529 e_homo_ev=-9.26 orbital_gap_ev=9.4
C 0.243 -0.094 -0.670 0.490
C 0.782 -1.213 0.218 -1.225
N 0.114 1.243 0.257 -0.566
O -1.025 -0.281 -1.058 -0.514
N -1.827 0.421 0.335 0.376
O -2.774 1.022 0.036 -0.296
H 0.910 0.165 -1.505 0.332
H 0.242 1.203 1.264 0.238
H 0.622 2.022 -0.147 0.198
H 0.800 -2.136 -0.361 0.313
H 0.120 -1.366 1.070 0.328
H 1.791 -0.986 0.562 0.326


(6)
20
Properties=species:S:1:pos:R:3:mulliken_charge:R:1 method="wB97M-V/def2-TZVPD" smiles=C[C@@H](N)CS.O.O molar_mass_g_mol=127.209 total_energy_ev=-19741.7353 e_homo_ev=-9.05 orbital_gap_ev=9.6
C 0.559 -0.902 2.046 -1.260
C -0.062 -0.635 0.670 0.508
C 1.002 -0.366 -0.411 -0.846
S 0.556 -1.119 -2.044 -0.217
N -1.025 0.454 0.808 -0.681
H 0.273 -1.843 2.498 0.302
H 0.276 -0.136 2.787 0.338
H 1.634 -0.857 1.998 0.316
H -0.648 -1.505 0.369 0.349
H 1.106 0.699 -0.661 0.246
H 1.999 -0.699 -0.150 0.416
H 1.621 -1.903 -2.247 0.117
H -0.631 1.258 1.291 0.192
H -1.422 0.772 -0.066 0.229
H -3.107 -0.821 -3.667 0.313
H -3.138 0.035 -4.901 0.318
O -3.174 -0.894 -4.626 -0.633
H 1.533 2.530 1.367 0.311
H 1.636 3.132 2.801 0.314
O 1.012 2.801 2.136 -0.630


(7)
38
Properties=species:S:1:pos:R:3:mulliken_charge:R:1 method="wB97M-V/def2-TZVPD" smiles=CCCC1(C)COB(c2ccc(C)cc2)OC1 molar_mass_g_mol=232.132 total_energy_ev=-19630.9123 e_homo_ev=-8.67 orbital_gap_ev=9.4
O -1.277 0.391 0.369 -0.591
O 1.059 -0.031 0.802 -0.516
B -0.257 -0.508 0.519 0.843
C -0.838 -2.764 -0.715 -0.667
C -0.319 -2.594 1.640 -0.601
C -1.127 -4.118 -0.577 -0.734
C -0.495 -3.943 1.818 -0.615
C -0.341 -2.078 0.336 0.556
C -0.920 -4.718 0.692 0.864
C -1.018 -6.170 0.981 -1.318
C 1.096 3.425 -3.248 -1.483
C 0.570 3.538 1.417 -1.972
C -1.102 1.739 0.897 -1.104
C 1.423 1.308 0.445 -0.677
C 1.182 3.465 -1.711 -0.213
C 0.011 2.795 -1.031 -1.355
C 0.198 2.318 0.390 2.173
H -0.842 -2.384 -1.719 0.369
H 0.086 -2.106 2.551 0.246
H -1.489 -4.669 -1.381 0.434
H -0.465 -4.496 2.748 0.387
H -1.191 -6.743 -0.024 0.296
H -0.021 -6.588 1.269 0.310
H -1.764 -6.542 1.704 0.310
H 1.727 4.186 -3.687 0.380
H 1.205 2.381 -3.565 0.365
H 0.080 3.616 -3.548 0.359
H -0.110 4.321 1.419 0.471
H 0.620 3.324 2.547 0.378
H 1.577 3.884 1.139 0.471
H -1.376 1.613 1.960 0.309
H -1.953 2.309 0.526 0.324
H 2.145 1.641 1.211 0.199
H 1.846 1.214 -0.574 0.226
H 2.090 3.016 -1.404 0.385
H 1.146 4.518 -1.383 0.323
H -0.848 3.475 -1.110 0.480
H -0.307 1.973 -1.700 0.384


(8)
12
Properties=species:S:1:pos:R:3:mulliken_charge:R:1 method="wB97M-V/def2-TZVPD" molar_mass_g_mol=164.280 total_energy_ev=-38655.4690 e_homo_ev=-9.07 orbital_gap_ev=7.4
C -1.360 1.914 0.320 0.006
C -0.061 -0.170 0.906 0.458
C 1.457 -1.161 -0.974 -0.263
H -2.036 1.661 1.314 0.236
H -0.186 0.782 -0.847 0.199
H 0.485 -2.086 0.960 0.343
H 2.290 0.233 -1.600 0.318
N -0.437 0.808 0.053 -0.169
N 0.736 -1.140 0.264 -0.192
S -1.369 2.929 -1.095 -0.278
S -0.334 -0.175 2.468 -0.420
S 1.524 -2.865 -1.596 -0.240


(9)
81
Properties=species:S:1:pos:R:3:mulliken_charge:R:1 method="wB97M-V/def2-TZVPD" molar_mass_g_mol=802.403 total_energy_ev=-70400.1603 total_charge=+1 e_homo_ev=-11.76 orbital_gap_ev=8.4
C -2.546 -2.525 -2.382 -1.371
C -2.122 -3.322 -1.140 -0.019
C -0.708 -2.986 -0.683 -1.211
N -0.497 -1.571 -0.293 0.390
C -0.547 -1.377 1.071 -0.698
N -1.560 -1.882 1.840 0.047
C -1.317 -2.967 2.811 0.297
C -2.679 -3.548 3.157 -0.034
O -3.389 -4.052 2.353 -0.412
I -3.289 -3.315 5.198 0.065
N 0.414 -0.660 1.627 0.330
C 0.356 -0.173 3.021 -0.945
C 0.056 1.335 3.065 -0.436
C -1.453 1.588 3.169 -1.062
I -1.952 3.438 4.084 0.053
C 1.594 -0.266 0.826 0.625
F 2.424 0.346 1.683 -0.308
F 2.217 -1.362 0.380 -0.305
C 1.260 0.725 -0.352 0.187
F 1.425 0.100 -1.533 -0.284
F 2.121 1.762 -0.289 -0.285
H -1.678 -2.203 -2.963 0.296
H -3.147 -1.646 -2.144 0.355
H -3.150 -3.145 -3.040 0.411
H -2.850 -3.227 -0.331 0.123
H -2.104 -4.384 -1.393 0.369
H -0.049 -3.158 -1.538 0.509
H -0.362 -3.641 0.116 0.618
H -1.060 -0.920 -0.833 0.301
H -2.361 -2.092 1.255 0.409
H -0.726 -3.785 2.388 -0.118
H -0.847 -2.624 3.727 0.541
H 1.279 -0.424 3.537 0.498
H -0.445 -0.691 3.529 0.380
H 0.616 1.818 3.864 0.576
H 0.391 1.804 2.138 0.103
H -1.976 0.791 3.688 0.429
H -1.872 1.690 2.169 0.396
H 0.233 1.092 -0.276 0.327
O 0.984 6.922 -4.799 -0.551
C 1.890 6.355 -4.261 0.709
O 1.698 5.913 -2.994 -0.269
C 2.623 5.066 -2.314 -0.167
C 3.720 5.855 -1.630 -1.145
C 3.241 6.178 -4.913 -0.992
H 3.022 4.308 -2.990 0.342
H 2.018 4.543 -1.573 0.153
H 4.332 6.396 -2.351 0.291
H 4.371 5.190 -1.062 0.382
H 3.287 6.586 -0.948 0.329
H 3.837 7.069 -4.715 0.283
H 3.087 6.096 -5.985 0.314
H 3.791 5.303 -4.577 0.306
O -0.148 -5.454 1.046 -0.662
C 0.421 -6.505 0.839 0.745
O -0.322 -7.598 0.725 -0.352
C 0.207 -8.877 0.325 -0.403
C 0.756 -9.655 1.500 -0.982
C 1.924 -6.595 0.783 -1.093
H 0.941 -8.750 -0.471 0.366
H -0.645 -9.395 -0.108 0.302
H 1.605 -9.150 1.960 0.279
H 1.081 -10.642 1.174 0.366
H -0.013 -9.777 2.263 0.308
H 2.298 -6.723 1.799 0.298
H 2.310 -5.659 0.387 0.308
H 2.297 -7.407 0.165 0.377
O -1.997 2.679 -1.159 -0.642
C -1.773 3.853 -1.002 0.860
O -2.141 4.416 0.164 -0.335
C -1.627 5.688 0.592 -0.108
C -2.412 6.865 0.053 -1.122
C -1.165 4.714 -2.083 -1.033
H -0.564 5.757 0.353 0.259
H -1.706 5.659 1.677 0.199
H -2.359 6.925 -1.033 0.308
H -2.025 7.796 0.465 0.377
H -3.462 6.771 0.329 0.323
H -1.977 5.061 -2.721 0.367
H -0.494 4.107 -2.684 0.244
H -0.606 5.574 -1.729 0.313


(10)
12
Properties=species:S:1:pos:R:3:mulliken_charge:R:1 method="wB97M-V/def2-TZVPD" smiles="C=NC.C=O" molar_mass_g_mol=73.095 total_energy_ev=-6759.0003 e_homo_ev=-9.73 orbital_gap_ev=10.4
O -0.606 0.598 -4.417 -0.383
C 0.003 -0.228 -5.065 -0.044
H -0.633 -0.869 -5.711 0.205
H 1.058 -0.540 -4.918 0.221
C -0.786 0.481 3.124 -0.692
C 1.147 -0.315 1.892 -0.222
N 0.650 0.486 2.893 -0.379
H -1.176 1.497 2.743 0.214
H -1.144 0.330 4.075 0.307
H -1.304 -0.321 2.640 0.294
H 2.171 -0.105 1.392 0.216
H 0.617 -1.015 1.351 0.261